C37H29N5O4Re | wB97M-V/def2-TZVPD

Each line ends with the Löwdin spin population.
Atoms and positions in Å:
Re (0.29902, 0.74506, 0.43309)  0.772
C (0.29038, -1.79320, 4.09357)  0.000
O (0.19031, -0.34232, 4.40660)  0.005
C (0.25975, 0.27780, 3.27107)  0.009
N (0.38547, -0.41453, 2.19029)  0.001
C (0.34419, -1.85344, 2.54300)  0.000
C (1.50639, -2.63389, 1.99213)  0.001
C (1.43995, -4.02464, 2.04058)  0.000
C (2.49696, -4.78738, 1.56792)  0.000
C (3.61739, -4.16583, 1.02668)  0.000
C (3.67975, -2.78226, 0.96961)  0.000
C (2.62834, -2.01424, 1.45979)  0.000
C (0.09887, 1.75128, 3.18880)  0.009
C (-0.27139, 2.61653, 4.20037)  0.003
C (-0.52835, 3.93705, 3.86241)  0.009
C (-0.42605, 4.36230, 2.53302)  0.007
C (-0.04654, 3.44357, 1.59423)  0.004
N (0.22759, 2.17123, 1.92840)  0.002
C (0.13440, 3.61756, 0.12751)  0.031
N (0.36292, 2.57493, -0.59398)  -0.015
C (0.82816, 3.03537, -1.92516)  -0.002
C (0.37454, 4.50484, -1.89433)  0.000
O (0.17511, 4.78248, -0.44061)  0.027
C (0.30403, 2.20576, -3.06516)  0.000
C (-0.84992, 1.43918, -2.93146)  0.000
C (-1.29799, 0.66409, -3.99538)  0.000
C (-0.59960, 0.66178, -5.19520)  0.000
C (0.54624, 1.43770, -5.33465)  0.000
C (0.99964, 2.20418, -4.27053)  0.000
H (-0.57722, -2.27312, 4.52904)  0.000
H (1.19826, -2.16379, 4.55508)  0.000
H (-0.57900, -2.25561, 2.12824)  0.000
H (0.55876, -4.51693, 2.44361)  0.000
H (2.44375, -5.86827, 1.61462)  0.000
H (4.44059, -4.76289, 0.65330)  0.000
H (4.55096, -2.29442, 0.54948)  0.000
H (2.69758, -0.93030, 1.43012)  0.000
H (-0.36441, 2.25722, 5.21720)  0.000
H (-0.82826, 4.63932, 4.62921)  0.000
H (-0.65095, 5.37954, 2.24024)  0.000
H (1.91562, 2.96637, -1.90535)  0.000
H (-0.58258, 4.65952, -2.38265)  0.000
H (1.10882, 5.20778, -2.26637)  0.000
H (-1.41798, 1.45481, -2.00686)  0.000
H (-2.19920, 0.07174, -3.88741)  0.000
H (-0.95111, 0.06138, -6.02528)  0.000
H (1.08922, 1.44290, -6.27299)  0.000
H (1.90434, 2.79669, -4.37916)  0.000
O (1.92776, 0.41374, -0.49331)  0.057
C (2.34578, -0.49995, -1.41719)  0.004
C (3.56322, -0.28650, -2.03881)  0.002
C (4.03567, -1.20889, -2.95197)  0.002
C (3.29471, -2.35182, -3.25405)  0.001
C (2.07863, -2.54693, -2.64142)  0.004
C (1.58222, -1.61666, -1.71966)  0.001
C (0.24599, -1.80001, -1.21699)  0.012
N (-0.41495, -0.94242, -0.53117)  0.000
N (-1.76665, -1.27924, -0.28480)  0.002
C (-2.31774, -0.34806, 0.39386)  0.006
O (-1.65732, 0.76827, 0.77661)  0.043
C (-3.72216, -0.45623, 0.82017)  -0.001
C (-4.32477, -1.70651, 0.94818)  0.001
C (-5.64071, -1.79284, 1.37155)  0.000
C (-6.35943, -0.63585, 1.65004)  0.001
C (-5.76267, 0.61071, 1.51357)  0.000
C (-4.43970, 0.70136, 1.10907)  0.001
H (4.12985, 0.59995, -1.77811)  0.000
H (4.98857, -1.03985, -3.43804)  0.000
H (3.66766, -3.07101, -3.97067)  0.000
H (1.48038, -3.42175, -2.87491)  0.000
H (-0.30487, -2.69329, -1.49675)  0.000
H (-3.75718, -2.59796, 0.71192)  0.000
H (-6.11142, -2.76221, 1.48065)  0.000
H (-7.39132, -0.70647, 1.97082)  0.000
H (-6.33142, 1.50921, 1.71718)  0.000
H (-3.96486, 1.66833, 0.99753)  0.000

Calculated values
Kohn-Sham gap (spin up / spin down) ... 0.21101 / 0.21223 Eh
Net charge ... +2
Multiplicity ... 2
Expectation value of S² ... 0.758
E_tot ... -56597.900 eV
HOMO level (spin up / spin down) ... -13.4330 / -13.3395 eV

H11O6 | wB97M-V/def2-TZVPD

Each line ends with the natural charge from an NBO analysis.
Atoms and positions in Å:
O (0.46116, 0.00024, -1.13660)  -1.253
H (0.11206, -0.31420, -1.97916)  0.425
O (0.02279, -1.88891, 0.62126)  -1.028
H (0.63935, -2.61862, 0.69700)  0.448
H (0.36192, -1.25955, -0.08048)  0.519
O (3.00093, -0.05795, -1.86965)  -1.019
H (2.89453, -0.95080, -2.21481)  0.442
H (2.04971, 0.16432, -1.60622)  0.516
O (1.14237, 2.63892, 2.40148)  -0.953
H (1.23871, 2.73303, 1.44275)  0.472
H (0.87396, 1.70794, 2.41499)  0.481
O (-1.65084, 0.92188, 0.20914)  -1.004
H (-1.10874, 0.54998, -0.53683)  0.515
H (-1.66487, 1.84389, -0.08531)  0.451
O (-3.09394, -1.47282, -0.02677)  -0.996
H (-3.08296, -0.51383, 0.13912)  0.488
H (-2.14935, -1.66740, 0.11341)  0.495

Calculated values
Kohn-Sham gap ... 0.33868 Eh
Net charge ... -1
Relative energy (zero: lowest compared OMol25 entry of this formula, charge and spin) ... 0.591 eV
E_tot ... -12465.466 eV
HOMO level ... -5.3636 eV

C4H10N3 | wB97M-V/def2-TZVPD

Each line ends with the natural charge from an NBO analysis.
Atoms and positions in Å:
C (-2.32850, -0.44987, 0.54871)  0.044
C (1.62325, 1.28751, 0.71447)  -0.024
C (-1.13541, 1.35289, -0.60920)  0.106
C (1.41258, -0.82766, -0.56770)  -0.084
N (-1.96325, 0.57385, -0.06771)  -0.279
N (0.33573, -1.66196, 0.01496)  -0.855
N (1.02064, 0.52356, -0.06393)  -0.419
H (-1.56154, -0.94438, 1.18029)  0.254
H (-3.37178, -0.51350, 0.70321)  0.224
H (2.62135, 0.93017, 1.05396)  0.184
H (1.16568, 2.32817, 0.93059)  0.199
H (-1.09083, 1.28779, -1.67081)  0.240
H (-1.03379, 2.27842, -0.07829)  0.234
H (2.40037, -1.12662, -0.28370)  0.198
H (1.37849, -0.64822, -1.69277)  0.210
H (0.75404, -2.28866, 0.61900)  0.383
H (-0.22704, -2.10149, -0.73107)  0.383

Calculated values
Kohn-Sham gap ... 0.35589 Eh
Net charge ... +1
Relative energy (zero: lowest compared OMol25 entry of this formula, charge and spin) ... 4.153 eV
E_tot ... -8770.446 eV
HOMO level ... -13.7079 eV

C6H12N2 | wB97M-V/def2-TZVPD

Each line ends with the natural charge from an NBO analysis.
Atoms and positions in Å:
C (0.18798, -1.16118, 3.00773)  -0.638
C (-0.20093, -0.42473, 1.77759)  0.093
C (-1.45650, -0.15742, 1.30340)  -0.123
N (-1.28467, 0.65059, 0.21734)  -0.522
C (0.05498, 0.86988, 0.07713)  0.161
N (0.71560, 0.22578, 1.00159)  -0.465
H (0.31115, -2.23252, 2.83013)  0.216
H (-0.58700, -1.09977, 3.77506)  0.216
H (1.15883, -0.83326, 3.37278)  0.233
H (-2.38331, -0.58199, 1.64126)  0.214
H (-1.99649, 0.79180, -0.47863)  0.413
H (0.42797, 1.39816, -0.77890)  0.201
C (1.13763, -0.59737, -2.74910)  -0.627
C (0.67803, 0.74385, -3.28014)  -0.615
H (0.36592, -1.37784, -2.67401)  0.204
H (2.00742, -1.05223, -3.21400)  0.210
H (1.37165, -0.56184, -1.67412)  0.218
H (1.47289, 1.47768, -3.18940)  0.209
H (-0.25310, 1.06547, -2.83046)  0.194
H (0.48161, 0.66882, -4.35789)  0.207

Calculated values
Kohn-Sham gap ... 0.34413 Eh
Relative energy (zero: lowest compared OMol25 entry of this formula, charge and spin) ... 0.259 eV
E_tot ... -9396.590 eV
HOMO level ... -8.5150 eV

C5H13N2O | wB97M-V/def2-TZVPD

Each line ends with the natural charge from an NBO analysis.
Atoms and positions in Å:
C (-0.07808, 0.50018, -1.34977)  0.110
C (1.68646, 1.59600, -0.34508)  -0.389
C (-0.44516, 0.76629, -3.67636)  -0.467
C (-0.81867, -2.43063, 3.88743)  -0.274
C (-0.46165, -0.83136, 2.25060)  0.422
N (0.95437, 1.26560, -1.51885)  -0.618
N (-0.76383, 0.10745, -2.39738)  -0.595
O (-1.03522, -1.90392, 2.55917)  -0.294
H (1.26979, 2.60122, 0.06535)  0.184
H (1.52272, 0.88654, 0.41950)  0.178
H (2.68519, 1.85197, -0.40979)  0.212
H (-0.81827, 1.80068, -3.77358)  0.212
H (-0.98560, 0.37697, -4.48760)  0.220
H (0.62330, 0.48644, -3.83012)  0.202
H (-0.39504, -3.39542, 3.90910)  0.250
H (-1.74876, -2.59513, 4.24188)  0.228
H (-0.47957, -1.72535, 4.58790)  0.214
H (-0.49225, -0.47886, 1.30084)  0.231
H (0.02264, -0.22523, 3.13000)  0.193
H (1.47478, 1.42542, -2.34882)  0.387
H (-1.71716, -0.07887, -2.21441)  0.394

Calculated values
Kohn-Sham gap ... 0.18371 Eh
Net charge ... +1
Relative energy (zero: lowest compared OMol25 entry of this formula, charge and spin) ... 6.473 eV
E_tot ... -10411.723 eV
HOMO level ... -11.1192 eV

C28H48N6O4PPdS3 | wB97M-V/def2-TZVPD

Each line ends with the Löwdin charge.
Atoms and positions in Å:
Pd (-1.96147, 0.05418, -0.91529)  0.838
C (-3.10354, -2.62708, -3.00542)  -0.064
C (-3.97867, -2.13884, -1.89767)  -0.635
N (-3.79204, -1.00973, -1.26162)  -0.041
C (-4.82038, -0.73015, -0.38100)  -0.333
C (-5.76045, -1.70656, -0.30485)  -0.317
S (-5.38833, -2.96411, -1.40141)  1.119
C (-4.85252, 0.58674, 0.26415)  -0.345
C (-5.68221, 0.96888, 1.27064)  -0.331
S (-5.46125, 2.63032, 1.59847)  1.100
C (-4.26039, 2.71427, 0.37202)  -0.639
N (-4.04435, 1.58372, -0.23604)  0.045
C (-3.55088, 3.98625, 0.04468)  -0.072
H (-2.49939, -1.79485, -3.36732)  0.074
H (-3.70743, -3.01010, -3.82671)  0.085
H (-2.43739, -3.42676, -2.68612)  0.073
H (-6.66552, -1.71609, 0.27688)  0.086
H (-6.39624, 0.37320, 1.81216)  0.082
H (-4.20872, 4.84606, 0.15982)  0.079
H (-3.20302, 3.94221, -0.98571)  0.085
H (-2.69032, 4.13927, 0.69853)  0.074
C (-0.79444, -4.43550, 2.68194)  -0.071
C (-1.39944, -3.42449, 1.69875)  -0.604
C (-1.74915, -4.15567, 0.40674)  -0.093
C (-2.72926, -2.89400, 2.26139)  -0.087
P (-0.30328, -1.96056, 1.26964)  0.902
N (-1.21592, -0.76980, 0.70945)  -0.295
C (1.03342, -2.45410, 0.04841)  -0.589
C (2.08978, -1.33341, -0.02363)  -0.082
C (1.74429, -3.76772, 0.39607)  -0.068
C (0.43529, -2.56594, -1.36985)  -0.099
C (0.46105, -1.31543, 2.86264)  -0.585
C (-0.62767, -1.22333, 3.94680)  -0.089
C (0.94696, 0.12870, 2.65527)  -0.094
C (1.61703, -2.16749, 3.41214)  -0.068
H (-1.48746, -5.27454, 2.78162)  0.095
H (-0.65565, -4.01743, 3.67581)  0.063
H (0.15716, -4.84035, 2.34266)  0.069
H (-2.56311, -4.85442, 0.61341)  0.095
H (-0.92235, -4.73157, -0.00241)  0.069
H (-2.09533, -3.44329, -0.33177)  0.045
H (-3.42287, -3.73638, 2.31874)  0.090
H (-3.15619, -2.13379, 1.60472)  0.054
H (-2.64064, -2.47650, 3.26069)  0.059
H (2.68671, -1.25141, 0.87856)  0.068
H (1.62733, -0.36108, -0.22941)  0.056
H (2.77157, -1.57082, -0.84239)  0.092
H (2.18144, -3.76015, 1.39246)  0.067
H (2.55791, -3.90609, -0.31944)  0.095
H (1.09101, -4.63229, 0.30876)  0.066
H (-0.17405, -1.68822, -1.62448)  0.030
H (-0.17163, -3.45976, -1.50674)  0.057
H (1.26200, -2.62548, -2.08125)  0.089
H (-1.49824, -0.67002, 3.59154)  0.083
H (-0.20436, -0.67766, 4.79178)  0.093
H (-0.94322, -2.19486, 4.31952)  0.062
H (0.11392, 0.77604, 2.38351)  0.053
H (1.72802, 0.23046, 1.90696)  0.056
H (1.35658, 0.47673, 3.60542)  0.097
H (1.34747, -3.21438, 3.54330)  0.065
H (1.88909, -1.77931, 4.39637)  0.096
H (2.51080, -2.11971, 2.79458)  0.068
C (6.33554, 5.66106, -3.88325)  -0.107
C (4.94504, 5.45099, -3.29834)  -0.302
S (4.84832, 3.84735, -2.53889)  0.636
O (4.73883, 2.84491, -3.57095)  -0.311
O (5.87501, 3.73359, -1.53973)  -0.288
C (3.27089, 3.85718, -1.69005)  -0.207
C (3.03708, 2.44880, -1.15951)  -0.138
N (1.64176, 2.22972, -0.77323)  0.063
C (0.75842, 1.52733, -1.51308)  -0.330
N (-0.42675, 1.48138, -0.91718)  -0.004
C (-0.31472, 2.16009, 0.25851)  -0.062
C (0.95261, 2.63803, 0.35374)  -0.143
N (1.51650, 3.38773, 1.43022)  -0.332
O (0.77022, 3.66044, 2.34080)  0.114
O (2.69183, 3.68358, 1.36290)  0.101
C (1.05537, 0.92080, -2.83477)  0.019
H (6.37913, 6.64190, -4.35326)  0.083
H (6.55762, 4.90891, -4.63805)  0.084
H (7.09298, 5.61262, -3.10426)  0.081
H (4.17114, 5.48090, -4.06530)  0.106
H (4.71564, 6.18367, -2.52375)  0.108
H (2.50829, 4.13883, -2.41799)  0.116
H (3.30621, 4.58430, -0.88053)  0.104
H (3.68156, 2.24791, -0.30791)  0.136
H (3.25502, 1.72248, -1.93956)  0.113
H (-1.11969, 2.23743, 0.96824)  0.116
H (1.81303, 0.13868, -2.75729)  0.090
H (1.41502, 1.66468, -3.54635)  0.099
H (0.13799, 0.47896, -3.21766)  0.078

Calculated values
Kohn-Sham gap (spin up / spin down) ... 0.24314 / 0.24334 Eh
Net charge ... +1
Relative energy (zero: lowest compared OMol25 entry of this formula, charge and spin) ... 0.929 eV
E_tot ... -92211.528 eV
HOMO level (spin up / spin down) ... -10.2249 / -10.2276 eV

What molar mass values result from the calculations? In sequence: 793.88, 107.08, 100.14, 112.18, 117.17, 766.33 g mol⁻¹.